# C6H7IN3

A 2-piece molecular cluster, C6H7IN3 overall in a non-equilibrium geometry (ωB97M-V/def2-TZVPD, the Open Molecules 2025 dataset).

The geometry in XYZ format:
```
17
Properties=species:S:1:pos:R:3
C -2.57223 -0.63506 0.61585
C -2.24796 0.15376 -0.48058
C -1.57709 -0.93237 1.54117
C -0.96107 0.52011 -0.67899
C -0.21984 -0.65123 1.24885
C 1.22846 0.59962 0.03806
N 2.70782 2.17252 -0.97120
N 1.81934 1.41603 -0.64096
N -0.05261 0.15102 0.18338
I 4.31936 -1.57112 -0.31270
H -3.68048 -1.04321 0.64775
H -3.00016 0.48328 -1.11553
H -1.82618 -1.70076 2.31644
H -0.63468 0.97929 -1.61059
H 0.73808 -0.71094 1.80145
H 2.83489 -1.32310 -0.79144
H 3.12435 2.09215 -1.79098
```

## Properties
E in eV: -18894.807
F_max in eV/Å: 6.36
Total charge: +1
HOMO energy in eV: -12.67
Energy above the lowest of the compared OMol25 structures with the same formula, charge and spin in kcal/mol: 87.0

# C5H6N

An isolated ion of composition C5H6N and charge +1 in a non-equilibrium geometry (ωB97M-V/def2-TZVPD, the Open Molecules 2025 dataset).

The geometry in XYZ format:
```
12
Properties=species:S:1:pos:R:3
C -0.43066 0.68286 0.01855
C -1.14377 1.83059 0.30400
C 0.72868 -1.31725 0.16246
C 0.08303 -0.27858 0.95465
C 0.32936 -0.82631 -1.29358
N -0.25974 0.27670 -1.37349
H -1.36548 2.50016 -0.59760
H -1.32925 2.17199 1.31252
H 1.87917 -1.03487 0.10561
H 0.92698 -2.44516 0.54039
H -0.08204 -0.25360 2.05573
H 0.66373 -1.30655 -2.18923
```

## Properties
E in eV: -6761.854
F_max in eV/Å: 2.99
Total charge: +1
HOMO energy in eV: -15.68
Energy above the lowest of the compared OMol25 structures with the same formula, charge and spin in kcal/mol: 76.6

# C17H25N2O4

An isolated ion of composition C17H25N2O4 and charge -1 in a non-equilibrium geometry (ωB97M-V/def2-TZVPD, the Open Molecules 2025 dataset).

The geometry in XYZ format:
```
48
Properties=species:S:1:pos:R:3
H -3.38446 0.84300 -1.74736
N -2.47788 0.90845 -1.25719
C -1.60240 0.90073 -2.20042
C -0.04413 0.98010 -1.99234
N 0.55517 -0.20676 -1.36836
C 0.40409 -0.09787 0.09592
C 1.62094 0.79924 0.64222
C 2.55640 0.02069 1.63800
O 1.05719 2.01834 1.16941
C 0.50977 1.85281 2.47592
C -0.74434 2.76032 2.73701
C -0.59243 4.05971 3.37953
C -1.77067 4.88361 3.65786
C -3.10690 4.37852 3.29399
C -3.23430 3.08591 2.62932
C -2.06465 2.24245 2.33685
C 0.02890 -1.46589 -1.91575
C 0.84317 -2.75069 -1.40974
C 0.77934 -3.95163 -2.42076
C 1.31431 -5.25461 -1.64949
O 2.62202 -5.63289 -2.11245
C 0.24397 -1.44703 -3.50191
O -0.75715 -1.60464 -4.24090
O 1.44318 -1.31191 -3.98789
H -1.95271 0.81014 -3.26978
H 0.41666 1.21878 -2.99385
H 0.13534 1.90469 -1.36554
H -0.56755 0.41193 0.36677
H 0.41645 -1.07578 0.64103
H 2.25207 1.05935 -0.25432
H 3.17167 0.73868 2.25644
H 1.95236 -0.59038 2.36416
H 3.24785 -0.70423 1.12588
H 1.29812 2.19076 3.21141
H 0.16955 0.79594 2.68220
H 0.44228 4.38873 3.64310
H -1.59938 5.86646 4.14959
H -3.96787 5.03815 3.56170
H -4.26179 2.73594 2.38012
H -2.19040 1.24572 1.84347
H -1.04830 -1.67989 -1.66655
H 0.29284 -3.09420 -0.47907
H 1.88094 -2.45973 -1.10088
H -0.29101 -4.13673 -2.71861
H 1.44688 -3.83290 -3.30965
H 1.43881 -4.97836 -0.56230
H 0.56134 -6.08935 -1.68508
H 2.55672 -5.77369 -3.07170
```

## Properties
E in eV: -29202.907
F_max in eV/Å: 3.05
SMILES: [H]/N=C/CN(C[C@H](C)OCc1ccccc1)[C@H](CCCO)C(=O)[O-]
Total charge: -1
HOMO energy in eV: -4.25

# C6H20N3Si

A 3-piece molecular cluster, C6H20N3Si overall in a non-equilibrium geometry (ωB97M-V/def2-TZVPD, the Open Molecules 2025 dataset).

The geometry in XYZ format:
```
30
Properties=species:S:1:pos:R:3
C 1.52583 1.51660 -1.39080
C 1.75208 -1.00294 1.67557
C 3.37175 -0.84009 -0.05650
C -2.94924 -0.32016 -0.81458
C -1.77498 -2.25847 0.06021
C 1.40553 0.60402 -0.25052
N -0.17480 1.30347 0.81822
N 2.01865 -0.37496 0.34383
N -2.02205 -0.75515 0.28311
Si -0.82490 2.88846 0.53767
H 0.53372 1.77331 -1.78395
H 1.91210 2.36736 -0.92522
H 1.90876 0.99679 -2.38048
H 1.93725 -2.02877 1.47170
H 2.25224 -0.62398 2.55849
H 0.72869 -0.79439 1.84332
H 4.08240 -1.19965 0.64417
H 3.10010 -1.72448 -0.58046
H 3.79010 -0.16820 -0.81700
H -4.03522 -0.47490 -0.68258
H -2.92344 0.73638 -0.74055
H -2.57909 -0.70988 -1.86786
H -2.59136 -2.82295 -0.36764
H -0.95744 -2.27813 -0.65455
H -1.66370 -2.84580 0.88654
H -0.64206 0.39637 0.63392
H -2.52354 -0.50354 1.14966
H -1.29564 2.77752 -0.77325
H 0.12174 3.99185 0.49983
H -1.93766 3.11790 1.50627
```

## Properties
E in eV: -18882.588
F_max in eV/Å: 5.50
Total charge: +1
HOMO energy in eV: -12.51
Energy above the lowest of the compared OMol25 structures with the same formula, charge and spin in kcal/mol: 136.4

# C25H39F4OSi4

An isolated ion of composition C25H39F4OSi4 and charge +1 in a non-equilibrium geometry (ωB97M-V/def2-TZVPD, the Open Molecules 2025 dataset).

The geometry in XYZ format:
```
73
Properties=species:S:1:pos:R:3
C 1.65595 3.56304 -3.56320
Si 0.63515 1.98051 -3.67474
C -1.03893 2.35622 -4.44184
C 1.50022 0.66666 -4.70274
Si 0.40514 1.15246 -1.49253
Si 2.50667 0.73135 -0.51163
C 3.91642 1.29984 -1.63308
C 2.51392 1.57949 1.17223
C 2.65270 -1.12737 -0.23471
Si -0.88584 2.78601 -0.46201
C 0.07313 4.36162 -0.11409
C -2.49415 3.06960 -1.39595
C -1.41169 2.02055 1.16984
O -0.90163 -0.12069 -0.99708
C -0.77701 -1.39390 -0.75977
C -0.21749 -2.30130 -1.77829
C -1.43782 -1.92886 0.46397
H 1.78696 3.92563 -4.59359
H 1.14971 4.34628 -2.98382
H 2.64898 3.39662 -3.12780
H -0.89726 2.41646 -5.53112
H -1.76940 1.56253 -4.23640
H -1.45546 3.30984 -4.09620
H 1.53696 1.02734 -5.74169
H 2.52509 0.46432 -4.36763
H 0.93781 -0.27785 -4.69026
H 4.86267 0.93147 -1.20767
H 3.83287 0.89859 -2.65196
H 3.98414 2.39326 -1.69571
H 3.38982 1.23051 1.74119
H 2.57567 2.67285 1.08839
H 1.62376 1.33187 1.76439
H 3.59086 -1.31980 0.30634
H 1.83506 -1.53276 0.38074
H 2.69666 -1.68805 -1.17777
H -0.55699 4.95824 0.56335
H 1.02977 4.16694 0.38866
H 0.26125 4.94661 -1.02272
H -3.22840 3.43584 -0.66254
H -2.40165 3.81528 -2.19320
H -2.88541 2.13798 -1.82820
H -2.03818 2.75428 1.69826
H -2.01760 1.11824 1.01150
H -0.57205 1.77022 1.82505
H -0.11521 -3.30925 -1.35410
H -0.90671 -2.35818 -2.63970
H 0.76718 -1.99004 -2.15996
H -2.12864 -2.70274 0.06769
H -2.07112 -1.13903 0.90225
F -1.05247 1.25874 4.52827
C -0.24495 0.25180 4.03906
C 1.02911 0.10923 4.56928
C 1.83493 -0.83810 3.94499
F 3.15961 -0.90497 4.32185
C 1.37852 -1.69406 2.94040
C 0.04568 -1.59067 2.51044
C -0.57069 -2.56617 1.50055
C -1.50171 -3.59534 2.19410
C -1.49446 -4.93965 1.78126
C -2.70665 -5.62778 1.81086
F -2.78960 -6.85724 1.19146
C -3.86108 -5.09899 2.38707
C -3.74968 -3.84113 2.97334
F -4.88559 -3.24218 3.48141
C -2.55094 -3.12818 2.99858
C -0.75384 -0.58103 3.04155
H 1.38289 0.72829 5.39012
H 2.06203 -2.42746 2.50592
H 0.24475 -3.12677 1.02115
H -0.58393 -5.39793 1.39065
H -4.80971 -5.62768 2.36651
H -2.48381 -2.20698 3.57410
H -1.78427 -0.44449 2.71691
```

## Properties
E in eV: -70981.550
F_max in eV/Å: 3.03
Total charge: +1
HOMO energy in eV: -11.56
Energy above the lowest of the compared OMol25 structures with the same formula, charge and spin in kcal/mol: 0.3

# C37H72Br2N11O10

A 10-piece molecular cluster, C37H72Br2N11O10 overall in a non-equilibrium geometry (ωB97M-V/def2-TZVPD, the Open Molecules 2025 dataset).

The geometry in XYZ format:
```
132
Properties=species:S:1:pos:R:3
C -0.16945 1.92018 3.77880
C -0.42375 2.34495 2.29647
Br 1.10357 2.75115 1.16858
C -1.69432 2.43708 1.76636
Br -1.89927 2.93173 -0.13859
N -2.95313 2.16158 2.49809
N -3.10168 2.91599 3.71530
C -4.04519 3.76157 3.57814
O -5.03365 4.33600 3.30390
C -3.22825 0.68920 2.70012
C -2.28639 -0.39451 2.33713
C -2.67811 -1.83001 2.53831
C -4.00335 -2.19131 3.11159
C -4.94507 -1.07914 3.46834
C -4.57214 0.35721 3.26934
H 0.37960 2.77520 4.28225
H 0.55121 1.04392 3.77118
H -1.08320 1.59446 4.33667
H -3.71938 2.47456 1.87112
H -1.29117 -0.18347 1.88106
H -1.96234 -2.64010 2.22889
H -4.33369 -3.25259 3.24831
H -5.95833 -1.32181 3.86919
H -5.33159 1.14510 3.52961
C 2.60872 5.93041 2.44960
O 2.45978 5.23770 3.44185
N 3.73070 6.61790 2.13540
C 3.83229 7.42267 0.93232
C 4.87232 6.54801 3.03341
H 1.80402 6.05159 1.70466
H 4.65224 7.04361 0.31840
H 4.03582 8.45758 1.21353
H 2.90692 7.38380 0.35659
H 5.19169 5.51041 3.13094
H 4.57774 6.91536 4.01867
H 5.69546 7.14853 2.65024
C -3.53527 -3.92392 -0.56753
O -2.48131 -3.32540 -0.42900
N -3.78209 -5.17746 -0.12749
C -5.06253 -5.82590 -0.32939
C -2.73097 -5.89825 0.56973
H -4.39771 -3.46800 -1.08091
H -5.49278 -6.07983 0.64241
H -4.91322 -6.73815 -0.91079
H -5.75045 -5.17044 -0.86383
H -2.43764 -5.33477 1.45981
H -1.86523 -5.99086 -0.08734
H -3.07623 -6.88865 0.86076
C 6.55629 3.54200 1.98166
O 7.59268 4.15804 2.13553
N 6.32531 2.27740 2.40734
C 5.05621 1.61200 2.18358
C 7.37919 1.56791 3.10784
H 5.68966 3.98598 1.46191
H 4.62038 1.34223 3.14784
H 5.22497 0.71029 1.59478
H 4.36460 2.26303 1.64852
H 7.65382 2.12545 4.00576
H 8.25622 1.49556 2.46140
H 7.04555 0.56888 3.38496
C 1.66956 10.01350 1.80625
O 2.02532 10.99068 1.18257
N 0.39154 9.56301 1.89693
C 0.04349 8.38483 2.66343
C -0.65779 10.28694 1.20273
H 2.38737 9.39431 2.36943
H -0.41374 7.64871 1.99585
H -0.66901 8.66399 3.44358
H 0.92651 7.94630 3.12776
H -0.43607 10.30594 0.13365
H -0.68980 11.31473 1.56954
H -1.62291 9.80954 1.36784
C -1.49136 -6.65326 -3.15625
O -1.63933 -7.32621 -2.15156
N -0.35780 -5.99391 -3.49380
C -0.25640 -5.21214 -4.71079
C 0.78947 -6.07346 -2.61032
H -2.29993 -6.52738 -3.89415
H 0.54675 -5.61840 -5.32913
H -0.02877 -4.17449 -4.45136
H -1.18886 -5.24385 -5.27328
H 1.08827 -7.11807 -2.50049
H 0.51458 -5.68444 -1.62686
H 1.62033 -5.49579 -3.01294
C -1.33513 -4.96714 5.31632
O -1.57950 -4.63523 4.16897
N -1.36336 -4.14275 6.38969
C -1.05959 -4.61118 7.72895
C -1.70816 -2.74709 6.19412
H -1.06258 -6.00268 5.57379
H -1.92625 -4.44370 8.37215
H -0.20466 -4.05393 8.11813
H -0.81981 -5.67402 7.72371
H -2.70656 -2.67998 5.75631
H -0.99384 -2.29250 5.50314
H -1.68859 -2.21383 7.14347
C -1.23758 -5.04028 -8.47046
O -1.50917 -6.00135 -7.77355
N -1.94060 -3.88324 -8.51736
C -1.55286 -2.77859 -9.37815
C -3.11762 -3.74313 -7.68238
H -0.36415 -5.04122 -9.14256
H -1.35825 -1.89847 -8.76584
H -2.36734 -2.56501 -10.07284
H -0.65525 -3.02393 -9.94527
H -2.83291 -3.86160 -6.63416
H -3.83631 -4.52472 -7.93806
H -3.57338 -2.76493 -7.82919
C 2.38595 -1.50689 1.75632
O 3.43526 -0.91316 1.91221
N 2.12577 -2.76321 2.18018
C 0.84097 -3.39475 1.95563
C 3.16214 -3.49952 2.88104
H 1.52975 -1.04195 1.23742
H 0.39764 -3.65444 2.91979
H 0.98531 -4.30220 1.36544
H 0.16600 -2.72561 1.42040
H 3.45019 -2.94952 3.77947
H 4.03720 -3.59321 2.23492
H 2.80399 -4.49006 3.15749
C -0.72032 1.21562 -9.96448
O -1.21743 0.10895 -10.04305
N 0.02730 1.66387 -8.92551
C 0.58936 2.99985 -8.90134
C 0.27158 0.77743 -7.80376
H -0.84492 1.96513 -10.76249
H 1.67733 2.92991 -8.83136
H 0.20261 3.53598 -8.03136
H 0.32503 3.54878 -9.80471
H 0.78337 -0.12005 -8.15824
H -0.68356 0.48251 -7.36277
H 0.88339 1.27434 -7.05217
```

## Properties
E in eV: -216476.802
F_max in eV/Å: 4.26
Total charge: +1
HOMO energy in eV: -10.32